DFT (wB97M-V/def2-TZVPD) results for C12H12BBrN8Pt as an isolated structure.

As for the spin multiplicity: 6. Its expectation value of S² is 8.815. As for the total charge: +3. Its HOMO energy (spin up / spin down) is -19.08 / -19.07 eV.

```
35
Properties=species:S:1:pos:R:3:forces:R:3
Pt 0.363 -1.991 1.438 -0.595 0.761 -0.645
Br -0.363 -3.441 3.262 -0.103 -0.096 0.177
N 0.978 -0.886 -0.172 0.328 -0.273 -0.101
N -1.441 -1.670 0.573 0.025 -0.299 0.381
N -1.458 -0.657 -0.321 0.063 0.073 -0.434
N -0.145 1.153 -1.568 -0.306 0.184 0.261
N -0.032 0.948 0.986 0.109 0.296 -0.135
N 0.892 1.152 -2.540 0.295 -0.294 -0.045
N 2.240 -2.394 1.746 0.339 0.168 0.068
N 0.178 0.172 2.072 0.072 -0.454 0.196
C -2.596 -2.340 0.478 -0.033 -0.075 0.151
C 0.168 2.282 2.750 -0.027 -0.048 0.066
C 3.278 -1.699 -0.245 -0.256 -0.053 0.135
C -0.593 2.753 -3.036 -0.004 0.220 -0.128
C -3.389 -1.745 -0.490 0.044 0.007 -0.046
C 2.152 -0.959 -0.724 -0.456 0.047 0.245
C -2.631 -0.701 -0.979 -0.155 0.100 -0.030
C -1.019 2.086 -1.828 0.043 0.001 -0.105
C 0.620 2.079 -3.402 -0.218 -0.091 0.285
C 0.306 0.949 3.142 -0.004 -0.075 0.059
C 3.280 -2.351 1.038 0.391 -0.165 0.056
C -0.034 2.240 1.392 -0.070 0.123 -0.087
B -0.173 0.191 -0.343 0.131 -0.124 0.079
H 2.291 -0.353 -1.604 0.175 0.193 -0.292
H 4.208 -2.793 1.416 -0.029 0.015 0.021
H -0.180 3.062 0.708 0.010 -0.074 -0.025
H -1.890 2.284 -1.213 0.050 0.012 -0.052
H -2.896 -0.002 -1.756 0.109 0.035 0.007
H 1.260 2.272 -4.252 0.011 -0.020 0.043
H 0.484 0.548 4.128 -0.007 -0.059 -0.056
H 0.198 3.148 3.389 0.033 0.019 -0.037
H -4.377 -2.039 -0.800 0.014 -0.004 0.004
H -1.066 3.595 -3.528 -0.033 -0.086 0.051
H 4.202 -1.694 -0.808 -0.032 0.009 -0.063
H -2.817 -3.201 1.093 0.085 0.027 -0.006
```
Forces are in eV/Å.